(1)
# C24H28N2O6

C24H28N2O6 in the gas phase at a distorted geometry (the ωB97M-V functional and the def2-TZVPD basis, OMol25).

Structure (XYZ):
```
60
Properties=species:S:1:pos:R:3:forces:R:3:lowdin_charge:R:1
C -2.197 4.791 0.707 0.15 0.19 -1.04 -0.069
C -2.316 3.302 0.964 0.20 0.10 -0.72 -0.211
O -1.011 2.706 0.772 0.34 -0.96 -0.18 -0.013
C -1.019 1.339 0.664 -1.27 0.60 0.07 -0.393
O -2.066 0.762 0.892 0.73 -0.17 -0.30 0.071
C 0.270 0.598 0.288 0.84 0.74 0.97 -0.046
C 1.465 1.545 -0.133 0.03 -1.31 0.25 -0.420
O 2.600 1.143 -0.251 -0.22 -0.15 -0.25 0.076
O 1.204 2.814 -0.361 0.01 0.67 -0.48 0.011
C 2.372 3.555 -0.825 -0.13 0.17 -0.38 -0.198
C 1.932 4.982 -1.028 -0.36 0.50 -1.07 -0.076
C 0.696 -0.254 1.445 0.96 -1.28 1.08 -0.109
C 2.017 -0.810 1.479 -0.71 -0.17 0.17 -0.008
C 2.361 -1.856 2.318 -0.80 -0.38 1.27 0.017
C 1.439 -2.310 3.298 -0.69 1.49 -1.71 -0.149
N 1.774 -3.424 4.141 0.70 -2.08 1.53 -0.313
O 0.941 -3.792 5.012 1.88 0.80 -1.93 0.039
O 2.892 -3.985 3.961 -2.61 1.24 0.51 0.035
C 0.157 -1.695 3.361 1.59 -0.87 0.28 0.018
C -0.185 -0.695 2.466 0.32 -0.03 -0.34 0.002
C -0.049 -0.598 -1.127 1.26 2.78 -0.14 -0.124
C -1.178 -1.451 -1.063 -2.95 -1.16 0.12 -0.080
C -2.480 -1.019 -1.221 1.44 0.33 0.04 -0.107
N -3.594 -1.758 -1.150 -0.69 -1.50 -0.12 -0.220
C -4.911 -1.156 -1.212 -0.38 0.47 -0.28 -0.061
C -3.557 -3.220 -0.986 0.05 0.40 -0.17 -0.045
C 1.214 -1.308 -1.512 0.97 0.10 -0.93 -0.193
C 2.134 -0.772 -2.459 -0.91 0.48 0.46 -0.039
C 3.362 -1.377 -2.676 1.12 0.70 -1.28 -0.103
C 3.730 -2.551 -2.027 -0.69 -0.40 0.79 -0.083
C 2.784 -3.167 -1.175 0.15 1.19 -1.20 -0.063
C 1.523 -2.574 -1.000 0.80 0.04 0.39 -0.047
H -3.197 5.235 0.729 0.09 -0.06 0.05 0.076
H -1.586 5.312 1.439 0.11 -0.10 0.10 0.073
H -1.774 4.993 -0.312 -0.30 -0.24 0.87 0.091
H -2.678 3.116 1.967 -0.05 -0.26 0.20 0.122
H -2.996 2.837 0.233 0.09 0.17 0.40 0.125
H 3.183 3.497 -0.091 -0.25 -0.21 -0.11 0.129
H 2.720 3.107 -1.779 -0.14 0.17 0.64 0.135
H 2.780 5.583 -1.410 -0.35 -0.32 0.22 0.084
H 1.119 5.051 -1.797 0.64 -0.11 0.68 0.091
H 1.572 5.450 -0.114 0.00 -0.09 0.10 0.074
H 2.782 -0.437 0.820 -0.23 -0.25 -0.13 0.102
H 3.324 -2.355 2.245 -0.13 0.28 0.03 0.119
H -0.518 -2.058 4.125 -0.11 0.21 -0.10 0.113
H -1.168 -0.269 2.577 -0.08 -0.02 -0.19 0.103
H -0.198 0.374 -1.623 -0.17 -1.08 -1.28 0.139
H -1.058 -2.541 -0.967 0.21 0.73 0.20 0.094
H -2.660 0.040 -1.437 -0.01 -0.31 0.19 0.134
H -5.695 -1.943 -1.160 0.62 0.64 -0.05 0.087
H -5.049 -0.463 -0.370 -0.11 -0.13 -0.18 0.089
H -5.045 -0.590 -2.157 -0.03 -0.27 0.44 0.092
H -4.590 -3.595 -0.976 0.45 0.12 0.02 0.079
H -3.027 -3.710 -1.819 -0.05 0.21 0.27 0.096
H -3.081 -3.492 -0.042 0.09 -0.05 -0.01 0.090
H 1.855 0.145 -3.031 0.36 -0.73 0.70 0.127
H 4.095 -0.891 -3.402 -1.13 -0.73 1.05 0.125
H 4.724 -2.990 -2.169 -0.45 0.20 0.04 0.103
H 3.041 -4.075 -0.669 -0.07 -0.37 0.14 0.096
H 0.819 -3.099 -0.376 -0.11 0.08 0.27 0.107
```
Forces are in eV/Å.

Calculated values
Structure (SMILES): CCOC(=O)C(C(=O)OCC)(c1ccc([N+](=O)[O-])cc1)[C@H](/C=C/N(C)C)c1ccccc1
Charge: 0
Total energy: -40602.4729 eV
LUMO level: -0.5 eV
Frontier orbital gap: 6.99 eV
Largest force on an atom: 3.17 eV/A
ΔE to the lowest compared entry with this formula, charge and spin: 178.73 kcal per mole
HOMO energy: -7.50 eV



(2)
# C10H15N2

A gas-phase ion, C10H15N2 (charge +1) at a distorted geometry (the ωB97M-V functional and the def2-TZVPD basis, OMol25).

Structure (XYZ):
```
27
Properties=species:S:1:pos:R:3:forces:R:3:lowdin_charge:R:1
C 0.124 -0.367 -0.907 0.28 -0.17 0.77 -0.154
C 0.661 -1.319 -0.073 0.11 2.00 0.43 -0.306
C 1.601 -0.981 0.941 -2.07 2.09 0.48 0.060
C 0.400 1.046 -0.743 -0.14 1.53 1.36 -0.164
C 0.373 1.003 1.749 2.24 -4.16 -2.58 -0.046
C 2.631 -1.180 1.672 2.64 -2.43 -2.35 0.066
C 0.678 2.037 -1.593 -1.00 -4.41 1.03 0.173
C 0.173 1.367 3.082 -4.00 3.32 -1.27 -0.022
C -2.244 -0.570 -1.928 2.10 -3.23 -1.64 -0.033
C -0.738 -0.841 -2.020 2.72 0.22 -0.71 -0.199
N 0.182 1.574 0.648 0.75 -2.05 0.12 0.122
N 0.284 -2.635 -0.140 0.30 -1.88 -0.38 0.102
H 2.896 -0.823 2.575 -0.04 1.84 3.04 0.034
H 3.569 -1.805 1.403 -1.93 0.53 -0.45 0.139
H 0.885 2.953 -1.265 0.57 3.69 1.09 0.047
H 0.739 1.770 -2.575 0.42 -0.25 -2.65 0.061
H 0.930 1.960 3.347 3.85 1.77 1.49 0.067
H 0.042 0.549 3.644 -0.43 -2.66 2.51 0.057
H -0.627 2.182 3.254 0.33 -1.45 -0.39 0.151
H -2.690 -1.288 -2.694 -0.08 1.13 1.46 0.120
H -2.339 0.415 -2.205 -0.99 2.25 -0.43 0.044
H -2.392 -0.761 -0.897 -1.46 -0.24 0.83 0.068
H -0.183 -0.318 -2.855 -1.15 -0.72 0.00 0.139
H -0.346 -1.877 -1.955 -1.41 0.10 -1.16 0.110
H -0.200 2.449 0.741 -1.43 3.00 -0.73 0.134
H -0.510 -3.033 0.335 -0.32 0.57 0.05 0.123
H 1.070 -3.245 -0.018 0.15 -0.39 0.08 0.107
```
Forces are in eV/Å.

Calculated values
Charge: +1
Total energy: -13580.0761 eV
LUMO level (alpha / beta): -4.5 / -4.5 eV
Frontier orbital gap (alpha / beta): 7.41 / 7.40 eV
Largest force on an atom: 5.38 eV/A
ΔE to the lowest compared entry with this formula, charge and spin: 184.37 kcal per mole
HOMO energy (alpha / beta): -11.95 / -11.95 eV



(3)
# C4H9NO

C4H9NO in the gas phase (the ωB97M-V functional and the def2-TZVPD basis, OMol25).

Structure (XYZ):
```
15
Properties=species:S:1:pos:R:3:forces:R:3:lowdin_charge:R:1
C -0.343 -1.992 0.219 0.06 -0.03 -0.06 0.014
C -0.294 -0.701 0.603 0.05 0.04 -0.23 -0.456
O -0.553 -0.359 1.900 -0.03 -0.02 0.08 0.039
N 0.012 0.389 -0.171 -0.05 -0.21 0.15 -0.183
C 0.717 0.217 -1.418 0.05 -0.04 -0.12 -0.063
C -0.090 1.747 0.320 -0.04 0.10 0.06 -0.060
H -0.289 -2.759 0.982 -0.26 0.05 -0.09 0.046
H -0.349 -2.297 -0.816 0.14 0.04 0.07 0.037
H -1.102 -1.073 2.246 0.15 0.13 0.09 0.109
H 1.647 0.803 -1.416 -0.12 -0.03 0.02 0.089
H 0.978 -0.833 -1.552 -0.01 0.18 0.01 0.073
H 0.111 0.541 -2.274 0.06 -0.04 0.10 0.091
H -0.488 2.400 -0.467 0.04 -0.12 0.10 0.087
H 0.893 2.142 0.622 -0.15 -0.07 -0.04 0.092
H -0.757 1.786 1.180 0.09 0.03 -0.14 0.083
```
Forces are in eV/Å.

Calculated values
Structure (SMILES): C=C(O)N(C)C
Charge: 0
Total energy: -7830.5471 eV
LUMO level: 0.9 eV
Frontier orbital gap: 8.50 eV
Largest force on an atom: 0.28 eV/A
ΔE to the lowest compared entry with this formula, charge and spin: 40.88 kcal per mole
HOMO energy: -7.59 eV



(4)
# Br2ClOPS2

A molecular structure, Br2ClOPS2 at a distorted geometry (the ωB97M-V functional and the def2-TZVPD basis, OMol25).

Structure (XYZ):
```
7
Properties=species:S:1:pos:R:3:forces:R:3:lowdin_charge:R:1
O -0.192 -2.996 -1.102 0.11 -0.90 -0.37 -0.526
P -0.371 -1.571 -0.914 -0.18 0.79 1.09 0.545
S -0.865 -1.212 1.270 0.38 -0.24 -0.61 0.031
S -2.309 -0.111 0.424 -0.20 0.29 -0.07 -0.187
Cl 2.599 2.990 0.392 -0.05 -0.18 -0.06 -0.105
Br 2.562 0.992 -0.378 0.04 0.15 0.05 0.110
Br -1.423 1.907 0.307 -0.10 0.09 -0.03 0.132
```
Forces are in eV/Å.

Calculated values
Charge: 0
Total energy: -185614.0732 eV
LUMO level: -1.7 eV
Frontier orbital gap: 7.80 eV
Largest force on an atom: 1.35 eV/A
ΔE to the lowest compared entry with this formula, charge and spin: 43.25 kcal per mole
HOMO energy: -9.47 eV



(5)
# C20H22ClMnNO2P

A molecular structure, C20H22ClMnNO2P at a distorted geometry (the ωB97M-V functional and the def2-TZVPD basis, OMol25).

Structure (XYZ):
```
48
Properties=species:S:1:pos:R:3:forces:R:3:lowdin_charge:R:1
Mn -0.898 -1.527 -0.483 -0.49 -0.41 1.80 0.579
Cl -0.529 0.456 0.554 -0.47 -0.75 -0.42 0.061
P 0.213 -0.093 -2.872 0.23 0.85 -1.41 1.084
C -1.200 -0.944 -3.550 -0.30 -0.79 0.59 -0.374
C -1.018 -1.905 -4.558 -0.07 0.23 -0.13 -0.058
C -2.137 -2.459 -5.176 0.23 -0.04 0.04 -0.031
C -3.417 -2.111 -4.748 -0.05 0.14 0.02 -0.025
C -3.595 -1.271 -3.647 0.23 0.03 0.27 -0.036
C -2.486 -0.704 -3.009 0.10 -0.22 -0.32 -0.114
C -0.120 1.670 -2.768 -0.08 0.48 0.61 -0.339
C 0.651 2.425 -1.862 -0.06 -0.07 -0.11 -0.116
C 0.527 3.810 -1.814 -0.10 0.03 -0.09 -0.040
C -0.376 4.466 -2.665 0.18 -0.43 0.07 -0.027
C -1.166 3.720 -3.546 0.12 -0.04 0.14 -0.045
C -1.055 2.327 -3.593 0.09 -0.26 -0.04 -0.061
C 1.697 -0.374 -3.837 0.60 -0.65 0.08 -0.344
C 2.827 -0.915 -3.195 -0.11 0.30 -0.24 -0.075
C 4.052 -0.947 -3.864 0.19 -0.14 0.02 -0.050
C 4.152 -0.514 -5.186 -0.51 0.07 -0.05 -0.030
C 3.001 -0.085 -5.864 -0.19 -0.04 0.25 -0.038
C 1.778 -0.009 -5.196 -0.03 0.09 0.24 -0.067
H 1.313 1.907 -1.170 0.01 0.23 -0.16 0.091
H 1.128 4.384 -1.102 -0.24 -0.25 -0.30 0.125
H -0.456 5.555 -2.632 -0.03 -0.40 -0.03 0.126
H -1.879 4.232 -4.193 0.20 -0.23 0.17 0.122
H -1.689 1.755 -4.274 0.19 0.21 0.16 0.113
H -0.007 -2.191 -4.860 -0.38 0.19 -0.08 0.118
H -1.996 -3.153 -6.004 -0.10 0.14 0.24 0.128
H -4.288 -2.505 -5.273 0.25 0.08 0.19 0.129
H -4.597 -1.044 -3.290 0.18 -0.09 -0.02 0.126
H -2.595 -0.087 -2.111 -0.17 0.23 -0.46 0.103
H 2.741 -1.305 -2.181 0.17 0.21 -0.11 0.105
H 4.949 -1.316 -3.359 -0.40 0.09 -0.11 0.123
H 5.108 -0.523 -5.711 -0.28 -0.05 0.24 0.126
H 3.049 0.198 -6.914 0.02 -0.06 0.28 0.123
H 0.878 0.322 -5.718 0.31 0.08 0.06 0.121
H -2.345 -2.256 0.122 0.43 0.40 -0.26 0.156
H 0.483 -0.676 -1.596 0.63 0.59 -0.45 -0.029
N -0.356 -4.781 3.582 0.41 -0.56 0.53 0.184
C 0.312 -4.641 2.257 -0.27 0.29 -0.05 -0.024
C -0.497 -3.530 1.572 -1.30 0.63 0.25 -0.590
O -1.587 -3.226 2.109 1.62 -0.28 -0.98 0.004
O 0.016 -3.018 0.516 -0.48 -0.07 -0.33 -0.139
H 0.303 -4.560 4.329 -0.29 0.15 0.13 0.177
H -0.666 -5.740 3.742 -0.20 0.13 0.07 0.177
H -1.176 -4.113 3.544 0.20 -0.27 -0.04 0.152
H 1.357 -4.372 2.405 -0.09 -0.04 -0.21 0.147
H 0.224 -5.587 1.715 0.12 0.30 -0.06 0.152
```
Forces are in eV/Å.

Calculated values
Charge: +2
Multiplicity: 5
Total energy: -79798.3632 eV
LUMO level (alpha / beta): -8.2 / -6.3 eV
Frontier orbital gap (alpha / beta): 6.51 / 8.37 eV
Largest force on an atom: 1.91 eV/A
ΔE to the lowest compared entry with this formula, charge and spin: 0.00 kcal per mole
⟨S²⟩: 6.48
HOMO energy (alpha / beta): -14.70 / -14.71 eV